Density functional theory data (the ωB97M-V functional and the def2-TZVPD basis) for C34H41N9O6SSn as an isolated structure at a distorted geometry.

Calculated values
Max |F|   0.0217 Eh/bohr
Relative energy (zero: lowest compared OMol25 entry of this formula, charge and spin)   19.1 kJ/mol
LUMO energy (spin up / spin down)   3.83 / 3.83 eV
Total charge   -2
Total energy   -78280.2120 eV

The geometry in XYZ format:
```
92
Properties=species:S:1:pos:R:3:forces:R:3
Sn -0.49819 -0.79323 -1.12988 -0.04 0.47 -0.66
O -3.66405 0.64406 3.51753 0.03 0.04 0.11
C -4.39591 0.75801 2.47329 -0.05 0.01 0.02
C -5.58368 1.55276 2.49891 0.01 0.01 0.04
C -6.39236 1.70998 1.39859 -0.03 0.02 0.00
C -6.08487 1.09589 0.18039 0.02 -0.02 0.02
C -4.94043 0.32440 0.11342 -0.04 0.03 -0.11
C -4.10002 0.14251 1.21003 0.08 -0.16 -0.05
C -2.87242 -0.65547 0.98699 -0.13 0.41 0.49
O -2.55183 -1.01825 -0.17199 0.56 -0.14 -0.50
N -2.14999 -0.90077 2.07104 0.07 -0.31 -0.26
N -0.89518 -1.47631 1.97584 -0.06 0.10 0.00
C -0.23237 -1.34446 3.06778 0.12 0.03 -0.04
C 1.12322 -1.75447 3.34687 -0.20 0.05 0.14
C 1.68245 -1.23797 4.52217 0.05 0.03 0.14
C 2.97578 -1.50034 4.92250 -0.08 0.02 -0.04
C 3.74664 -2.34282 4.10057 0.07 -0.03 -0.01
C 3.23368 -2.88803 2.95544 0.06 -0.04 -0.02
C 1.88650 -2.63586 2.49729 0.06 -0.01 -0.06
O 1.44005 -3.14582 1.44754 -0.07 -0.10 -0.15
H -2.49271 -0.42842 2.92607 -0.06 0.05 0.06
H -5.82565 2.02629 3.44433 -0.01 0.01 0.00
H -7.28616 2.32120 1.48187 -0.01 0.01 0.00
H -6.72127 1.22049 -0.68548 -0.01 0.00 -0.02
H -4.65489 -0.16130 -0.81272 -0.01 0.00 -0.01
H -0.71495 -0.82211 3.90531 -0.02 0.01 -0.01
H 1.05671 -0.59253 5.13512 0.00 0.01 0.02
H 3.37987 -1.07281 5.83117 0.01 0.00 0.00
H 4.77288 -2.56714 4.37994 0.00 0.00 0.00
H 3.83279 -3.53557 2.32536 0.02 -0.01 0.00
N -1.81705 1.44681 -1.48848 -0.20 -0.07 0.13
N -2.31219 1.57803 -2.79342 -0.04 0.21 0.00
C -1.71003 0.72618 -3.74036 0.32 0.10 0.30
N -1.66946 1.03527 -5.00686 -0.17 0.03 -0.06
N -1.22920 -0.37696 -3.17890 -0.21 0.05 -0.45
N -0.40278 -1.30949 -3.91795 0.14 -0.43 0.71
O 0.81399 -1.21501 -3.46717 0.43 0.07 -0.04
O -0.47583 -1.22554 -5.31054 -0.60 0.37 -0.46
H -2.54257 1.46243 -0.78454 -0.04 0.13 -0.09
H -1.03295 2.04695 -1.25778 0.13 -0.04 -0.01
H -2.37253 2.53292 -3.13703 0.08 -0.22 0.13
H -2.09295 1.94112 -5.17971 0.05 -0.11 -0.03
H -0.91616 -0.33052 -5.48263 0.20 -0.18 -0.04
O -1.05924 1.61394 1.08109 0.01 0.25 0.16
S -0.46693 2.74348 1.85799 0.09 -0.35 -0.27
C -0.85808 2.41263 3.60416 0.02 -0.03 0.14
C -1.68917 3.57192 4.13620 0.02 0.06 -0.03
C -2.60291 3.95613 2.97558 -0.01 0.02 -0.02
C -1.66718 4.11183 1.78372 -0.12 0.06 0.03
H 0.06832 2.21511 4.14167 0.00 0.02 0.02
H -1.47069 1.50951 3.56598 -0.01 0.01 -0.04
H -1.04832 4.41952 4.40506 -0.02 -0.01 0.03
H -2.24564 3.26861 5.02288 -0.04 -0.02 0.00
H -3.18132 4.86347 3.16578 0.04 0.00 0.00
H -3.30251 3.14131 2.78860 -0.03 -0.02 0.01
H -1.09998 5.04521 1.82034 0.01 0.01 0.03
H -2.14463 4.02254 0.80837 -0.01 0.01 -0.01
N 1.04287 -5.72203 -4.35804 0.06 0.00 -0.04
C 0.39417 -4.69759 -3.63310 0.03 -0.06 -0.14
C -0.44752 -3.82912 -4.23463 0.21 -0.23 -0.02
C -1.05795 -2.74318 -3.47033 -0.34 0.45 -0.10
N -0.89479 -2.76985 -2.06063 0.30 -0.15 0.36
C -0.03559 -3.67335 -1.52845 0.08 -0.22 0.03
C 0.61525 -4.64382 -2.22097 -0.18 0.08 0.01
H 1.18022 -5.46859 -5.32751 -0.02 0.00 0.06
H 1.93165 -5.95937 -3.93874 -0.04 0.01 -0.01
H -0.60100 -3.84649 -5.30772 -0.04 -0.02 0.06
H -2.09278 -2.51942 -3.74758 -0.03 -0.04 -0.04
H 0.11587 -3.59115 -0.45714 0.05 0.05 0.13
H 1.25586 -5.34910 -1.71387 0.05 -0.04 0.02
C 2.44705 0.58881 0.90272 0.03 0.09 0.02
C 2.58010 0.35804 -0.60136 -0.19 -0.74 -0.10
C 2.81361 -1.17141 -0.81299 0.32 0.21 0.17
C 1.35217 0.85877 -1.32391 -0.40 0.79 0.68
C 3.76767 1.07807 -1.24126 -0.15 0.10 0.05
C 4.61899 1.89248 -0.50368 0.04 0.04 -0.05
C 5.70655 2.52260 -1.10181 0.00 0.01 0.10
C 5.96175 2.34921 -2.44999 0.01 0.00 -0.09
C 5.11948 1.53282 -3.19920 0.02 0.01 0.02
C 4.03817 0.90769 -2.60400 0.02 0.00 0.06
H 1.52713 0.10292 1.23539 0.02 0.01 0.00
H 2.36705 1.65274 1.14094 -0.04 -0.01 -0.03
H 3.27379 0.15421 1.47102 0.04 -0.03 0.02
H 2.11929 -1.74828 -0.19901 -0.02 0.05 0.00
H 3.82846 -1.41713 -0.47835 -0.01 -0.11 -0.02
H 2.69174 -1.46797 -1.85053 -0.03 0.03 -0.14
H 1.53826 0.81453 -2.39696 -0.19 -0.69 -0.19
H 4.43877 2.02999 0.55319 0.00 0.02 0.01
H 6.35539 3.15077 -0.50076 0.00 0.00 -0.02
H 6.80538 2.84362 -2.91802 0.00 -0.01 0.00
H 5.30578 1.37991 -4.25556 0.01 0.01 -0.01
H 3.39148 0.27138 -3.19449 -0.03 -0.02 -0.03
```
Positions in Å, forces in eV/Å.